No. 1
One molecule with the formula C6H13N, computed with wB97M-V/def2-TZVPD.

Element x y z (Å)
C 2.93428 -0.25833 -0.15619
C 1.45438 -0.62775 -0.01988
C 0.58207 0.37284 -0.77954
N -0.86544 0.14406 -0.72070
C -1.95976 1.26780 -0.72702
C -1.62261 0.49765 0.50157
C -2.57097 -0.52879 1.07962
H 3.12363 0.75503 0.21828
H 3.25727 -0.28923 -1.20363
H 3.57302 -0.94416 0.40960
H 1.29118 -1.64532 -0.39861
H 1.16999 -0.63476 1.04001
H 0.86620 0.39301 -1.83815
H 0.74222 1.38088 -0.38237
H -1.19408 -0.65288 -1.25170
H -1.36996 2.19989 -0.72483
H -0.92430 0.88486 1.25446
H -3.27372 -0.01437 1.74514
H -3.16364 -1.00264 0.29000
H -2.04976 -1.29777 1.66395

Output
strongest force on any atom	0.33	eV/Å
energy above the lowest of the compared OMol25 structures with the same formula, charge and spin	3.034	eV
Kohn-Sham gap	8.1	eV
net charge	0
HOMO energy	-7.2	eV

Atom charges from the Löwdin analysis, given in e for atoms 1 to 4: -0.1154 -0.2450 -0.1858 -0.1238


No. 2
One molecule with the formula C5H6O, computed with wB97M-V/def2-TZVPD.

Element x y z (Å)
O -0.89375 -1.14979 1.06393
C 0.32008 -0.50321 1.07323
C 1.24788 -0.56988 -0.10179
C 0.63561 0.77956 -0.15810
C -0.54802 1.00657 -0.86622
C -1.55555 1.14662 -1.51057
H -1.39873 -0.84358 0.28777
H 0.77793 -0.56551 2.06869
H 0.92610 -1.24505 -0.89042
H 2.31631 -0.61571 0.10456
H 0.57706 1.11747 1.01635
H -2.40492 1.44251 -2.08743

Output
strongest force on any atom	4.42	eV/Å
energy above the lowest of the compared OMol25 structures with the same formula, charge and spin	4.760	eV
Kohn-Sham gap	9.1	eV
net charge	0
HOMO energy	-8.1	eV
structure (SMILES)	C#C[C@@H]1C[C@@H]1O

Atom charges from the Löwdin analysis, given in e for atoms 1 to 4: -0.0024 -0.2710 -0.1452 -0.1706